Version P
12
Properties=species:S:1:pos:R:3:mulliken_charge:R:1 method="wB97M-V/def2-TZVPD" homo_lumo_gap_ha=0.3163
H -1.80759 -2.06089 -1.22622 0.225
N -0.72714 -1.95804 -1.15752 -0.651
C -0.38229 -0.88751 -0.52347 0.336
N -1.18650 -0.04991 0.18689 -0.075
C -0.46255 0.99733 0.73708 0.472
C -0.79693 1.81985 1.74670 -0.921
O 0.82935 0.90348 0.28121 -0.338
C 0.99287 -0.31981 -0.47631 0.649
O 2.06666 -0.61574 -0.97865 -0.506
H -2.24445 -0.10479 0.24434 0.257
H -0.08869 2.48612 2.14047 0.310
H -1.73853 1.77417 2.31146 0.241

=====

Version Q
12
Properties=species:S:1:pos:R:3:mulliken_charge:R:1 method="wB97M-V/def2-TZVPD" smiles="O=Cn1cncc1O" homo_lumo_gap_ha=0.3279
O -1.96841 0.43255 -1.82122 -0.519
C -1.31567 -0.33154 -0.99844 0.163
N -0.49931 0.06349 0.08660 0.116
C -0.12310 1.42835 0.40467 -0.060
N 0.99857 1.53939 1.15208 -0.524
C 1.55052 0.16558 1.06361 -0.525
C 0.63522 -0.70508 0.40108 0.536
O 0.79898 -1.96707 -0.09390 -0.566
H -1.36437 -1.58097 -0.83389 0.241
H -0.83906 2.27786 0.21372 0.332
H 2.44568 -0.19714 1.46122 0.412
H 1.13654 -2.78770 0.58372 0.395

=====

Stability check: which of them is least stable? version Q.

=====

Version P
12
Properties=species:S:1:pos:R:3:mulliken_charge:R:1 method="wB97M-V/def2-TZVPD" smiles="[H]/N=c1/nccc(O)o1" homo_lumo_gap_ha=0.3217
H 2.15164 -2.12102 0.88697 0.315
N 2.34528 -1.06672 0.26690 -0.592
C 1.39251 -0.35774 -0.08966 0.538
N 1.30714 0.90355 -0.40601 -0.467
C 0.32273 1.69953 0.05130 0.066
C -1.01752 1.23994 0.35221 -0.548
C -1.20019 -0.13770 -0.00529 0.744
O -2.46102 -0.80207 -0.13336 -0.541
O -0.16399 -0.95893 -0.20946 -0.433
H 0.76533 2.80514 -0.21837 0.308
H -2.06139 1.74598 0.96456 0.211
H -2.40755 -1.86404 0.23188 0.399

=====

Version Q
12
Properties=species:S:1:pos:R:3:mulliken_charge:R:1 method="wB97M-V/def2-TZVPD" smiles="O=CC1=NNC(=O)C1" homo_lumo_gap_ha=0.3295
O -0.78243 0.43232 2.78205 -0.505
C -0.66823 -0.57079 1.96797 -0.240
C -0.35320 -0.39355 0.50918 0.494
N 0.43354 -1.33065 -0.08989 -0.599
N 0.88200 -0.75842 -1.29278 0.091
C 0.36273 0.43076 -1.56133 0.311
O 0.48862 0.86686 -2.67747 -0.602
C -0.22714 0.94104 -0.28736 -0.400
H -0.58793 -1.44946 2.52906 0.454
H 1.21124 -1.53013 -2.02057 0.320
H -1.10321 1.60590 -0.01772 0.356
H 0.34402 1.75611 0.15887 0.321

=====

Stability check: which of them is least stable? version P.